DFT (wB97M-V/def2-TZVPD) results for a 7-piece molecular cluster, C54H58Br2N7O14 overall.

The HOMO energy is -11.1 eV. Its largest force on an atom is 0.0090 hartree/bohr. The calculation puts the orbital gap at 0.2702 hartree. As for the charge: +1.

CARTESIAN COORDINATES (ANGSTROEM)
C 0.9142 -6.7697 3.5084
C 0.2026 -7.0067 2.1690
N 0.4692 -5.9056 1.2081
C 1.7604 -5.7750 0.8430
C 2.1620 -4.7649 0.0338
C 1.2187 -3.8345 -0.4004
C 1.6820 -2.7245 -1.2662
Br 1.8680 -3.2050 -3.0761
C 1.9707 -1.5271 -0.7683
C 1.8831 -1.2290 0.7058
Br 2.5294 -0.1070 -1.8505
C -0.1217 -3.9725 -0.0173
C -1.1095 -2.9330 -0.5044
O -1.4277 -3.0627 -1.8621
C -1.8961 -4.3253 -2.2867
C -0.4917 -5.0466 0.7834
C -1.9052 -5.2590 1.2316
C -2.6285 -6.4639 0.5925
C -4.1408 -6.2254 0.4414
C -4.7949 -5.4892 1.6179
C -4.9703 -3.9694 1.4410
O -6.3102 -3.5820 1.6179
C -6.9358 -2.9996 0.4908
H 1.8056 -7.3835 3.6033
H 0.2469 -7.0340 4.3247
H 1.1728 -5.7196 3.6282
H -0.8599 -7.0786 2.3222
H 0.5575 -7.9138 1.6873
H 2.4491 -6.5064 1.2367
H 3.2000 -4.6786 -0.2492
H 2.6884 -1.7507 1.2263
H 0.9239 -1.5439 1.1158
H 2.0217 -0.1711 0.9025
H -2.0047 -2.8613 0.1137
H -0.6151 -1.9669 -0.4362
H -2.6141 -4.7487 -1.5775
H -2.4075 -4.1713 -3.2339
H -1.0688 -5.0226 -2.4482
H -2.4655 -4.3664 0.9839
H -1.9243 -5.3258 2.3207
H -2.2061 -6.6657 -0.3946
H -2.4811 -7.3767 1.1681
H -4.6103 -7.2031 0.3388
H -4.3229 -5.6807 -0.4866
H -4.2443 -5.6873 2.5401
H -5.7932 -5.8915 1.7833
H -4.6130 -3.6740 0.4459
H -4.3563 -3.4238 2.1647
H -7.2517 -3.7610 -0.2269
H -6.2751 -2.2812 0.0002
H -7.8158 -2.4707 0.8462
C 4.6092 2.2840 -3.8028
C 5.8266 2.9073 -4.0423
C 5.9097 4.2899 -4.0413
C 4.7616 5.0207 -3.7975
C 3.5392 4.4241 -3.5559
C 3.4691 3.0404 -3.5613
N 4.8399 6.4930 -3.8151
O 5.9138 6.9949 -4.0786
O 3.8227 7.1129 -3.5850
H 4.5501 1.2034 -3.8129
H 6.7112 2.3181 -4.2389
H 6.8438 4.7949 -4.2376
H 2.6631 5.0300 -3.3817
H 2.5175 2.5561 -3.3852
C -1.0532 -1.0031 -4.4166
C -1.8422 -0.2415 -3.5662
C -2.9158 0.4739 -4.0671
C -3.1776 0.4042 -5.4233
C -2.4068 -0.3460 -6.2912
C -1.3316 -1.0555 -5.7755
N -4.3282 1.1557 -5.9599
O -4.9757 1.8227 -5.1782
O -4.5584 1.0599 -7.1465
H -0.2290 -1.5582 -3.9885
H -1.6210 -0.2019 -2.5082
H -3.5412 1.0741 -3.4234
H -2.6429 -0.3705 -7.3443
H -0.7136 -1.6461 -6.4383
C 3.3500 6.9817 -8.2727
C 4.2520 6.3747 -7.4085
C 4.5198 5.0206 -7.5227
C 3.8681 4.2974 -8.5027
C 2.9662 4.8771 -9.3749
C 2.7104 6.2340 -9.2533
N 4.1457 2.8538 -8.6154
O 4.9223 2.3659 -7.8177
O 3.5872 2.2388 -9.4992
H 3.1456 8.0399 -8.1814
H 4.7527 6.9579 -6.6467
H 5.2188 4.5345 -6.8585
H 2.4764 4.2795 -10.1286
H 2.0080 6.7069 -9.9255
C 0.9582 1.2478 6.5360
C 1.4984 -0.0225 6.6900
C 0.9998 -1.0800 5.9482
C -0.0344 -0.8379 5.0609
C -0.5896 0.4190 4.8939
C -0.0833 1.4677 5.6428
N -0.5486 -1.9471 4.2492
O -0.0493 -3.0499 4.3979
O -1.4335 -1.7071 3.4525
H 1.3526 2.0703 7.1183
H 2.3028 -0.1854 7.3920
H 1.4026 -2.0751 6.0601
H -1.3995 0.5709 4.1962
H -0.5046 2.4567 5.5287
C -5.8581 4.8095 -0.4038
C -4.6753 5.0309 -1.0969
C -3.6873 4.0605 -1.1141
C -3.9139 2.8800 -0.4304
C -5.0824 2.6357 0.2681
C -6.0600 3.6164 0.2782
N -2.8773 1.8377 -0.4606
O -1.8501 2.0727 -1.0654
O -3.1066 0.7854 0.1071
H -6.6277 5.5693 -0.3975
H -4.5219 5.9593 -1.6287
H -2.7625 4.2130 -1.6494
H -5.2220 1.7005 0.7886
H -6.9819 3.4472 0.8167
C 4.1385 5.5720 10.2918
C 3.2704 5.0988 11.2670
C 2.8360 3.7838 11.2335
C 3.2880 2.9679 10.2129
C 4.1516 3.4152 9.2299
C 4.5764 4.7330 9.2753
N 2.8347 1.5671 10.1773
O 2.0657 1.1976 11.0360
O 3.2567 0.8571 9.2809
H 4.4776 6.5985 10.3257
H 2.9317 5.7533 12.0577
H 2.1618 3.3971 11.9824
H 4.4858 2.7460 8.4517
H 5.2534 5.1034 8.5183